Density functional theory data (ωB97M-V/def2-TZVPD) for a single C4H4N2OS molecule at a distorted geometry.

The electronic energy comes out at -737.661045 hartree. As for the SMILES: N#C/C(=C/N)C(O)=S. The highest occupied orbital energy comes out at -0.320 hartree. The value obtained for the strongest force on any atom is 7.39 eV/A.

Bonds (Å) are listed after each position.
CARTESIAN COORDINATES (ANGSTROEM)
1 N 0.02466 3.24585 0.06462  C2 1.229
2 C -0.35606 2.09151 -0.11855  N1 1.229, C3 1.448
3 C -0.21711 0.65811 -0.27351  C2 1.448, C4 1.395, C6 1.445
4 C 1.10531 0.24199 -0.11627  C3 1.395, N5 1.340, H9 1.154
5 N 1.56393 -0.99062 0.14266  C4 1.340, H10 1.203, H11 1.095
6 C -1.44237 -0.10378 -0.20333  C3 1.445, O7 1.312, S8 1.644
7 O -1.08558 -1.36489 -0.14105  C6 1.312, H12 1.122
8 S -2.98751 0.35202 0.12524  C6 1.644
9 H 1.79621 1.16528 -0.07672  C4 1.154
10 H 2.51131 -1.26032 0.83362  N5 1.203
11 H 0.99105 -1.92058 0.07157  N5 1.095
12 H -1.90384 -2.11458 -0.30827  O7 1.122